1.
Molecular formula: C2N6O6
Method: DFT, the ωB97M-V functional and the def2-TZVPD basis

```
! RIJCOSX wB97M-V def2-TZVPD def2/J DEFGRID3
* xyz 0 1
O -1.41284 1.54588 0.91592
C -0.58772 -0.45589 0.39110
N -3.18531 1.32591 -1.06486
O 0.93436 -1.63837 1.59782
O -2.01874 -1.39348 -1.30983
N -0.50037 0.70939 1.14485
C -1.60387 -0.57395 -0.55674
N -2.39491 0.72661 -0.57325
O 4.24462 0.75723 -0.97144
N 0.41101 -1.50145 0.52569
N 3.11036 0.83456 -0.83446
O 0.61506 -2.15161 -0.46906
O 0.37718 0.91416 1.93029
N 2.01117 0.90100 -0.72602
*
```

## Properties
* molecular weight: 204.06 g/mol
* gap between HOMO and LUMO: 8.69 eV
* highest occupied orbital energy: -10.69 eV


2.
Molecular formula: C14H12ClNO2
Method: DFT, the ωB97M-V functional and the def2-TZVPD basis

```
! RIJCOSX wB97M-V def2-TZVPD def2/J DEFGRID3
* xyz 0 1
C 2.59697 -0.15493 -0.45014
C -5.58299 0.86811 1.08437
H -4.11326 0.61282 2.69056
C -4.91556 -0.38429 -0.66571
C 3.39390 2.39420 0.05687
C -3.67998 -0.69517 -0.18084
C -4.29159 0.45490 1.77350
Cl 4.94963 -1.52213 0.63065
C -2.53746 -1.53740 -1.14632
H -2.55166 -0.39729 1.44460
H -5.09262 -0.58514 -1.72768
H -2.93545 -1.93796 -1.86687
N -1.28493 -0.40796 -1.35235
O 0.03457 -1.28680 0.33995
H -6.72065 0.71114 -0.72993
C -3.44161 -0.02182 1.09928
C 1.73066 0.77185 -0.43505
H -6.25004 1.49262 1.76552
H 2.33616 -1.32200 -0.25070
C 3.82854 0.01401 0.37383
H -1.55500 0.25232 -1.96438
H 5.40847 1.62495 0.54716
H 3.78585 3.28166 0.05195
O 0.57749 0.65641 -1.08121
H -2.19300 -2.22219 -0.30017
C 4.35506 1.37965 0.31569
H 1.58169 2.79631 -0.71192
C -0.15092 -0.50542 -0.60644
C 2.17031 2.03359 -0.59237
C -5.79807 0.48297 -0.25044
*
```

## Properties
* molecular weight: 261.71 g/mol
* gap between HOMO and LUMO: 9.32 eV
* highest occupied orbital energy: -8.88 eV
* SMILES: O=C(NCc1ccccc1)Oc1cccc(Cl)c1


3.
Molecular formula: C39H85NO16
Method: DFT, the ωB97M-V functional and the def2-TZVPD basis

```
! RIJCOSX wB97M-V def2-TZVPD def2/J DEFGRID3
* xyz 0 1
H 0.91375 5.04270 -0.96297
H -11.41874 6.28761 3.17902
H 8.30806 -2.75189 -2.70431
H -10.23608 6.15182 1.83807
C 2.76012 3.38820 -3.21227
H -6.10941 -4.68200 -3.54965
H -4.73643 3.54835 -1.07814
C -8.93119 -7.87528 -1.52958
H 7.93569 1.98946 2.99024
H -7.30233 -6.46993 0.23221
H 8.93436 3.91342 3.40231
H 6.61726 -4.34771 -0.68697
H 11.02200 -2.62810 -3.86813
H 1.33523 0.91255 -0.46929
H 9.87140 -0.47641 -1.40966
H 12.99858 1.01978 4.45416
O -9.03238 2.71329 1.12472
H 2.58168 0.77080 -2.97669
H 11.89646 -1.35430 -2.98379
H -4.09611 1.56964 -2.79244
H -9.68815 -7.91900 -0.73866
N 3.94095 2.57333 -2.73031
C 8.85040 -1.92068 -0.16843
H 0.49173 5.76335 -3.73218
H -9.72663 -6.17262 -2.54910
H -5.38346 -4.89291 -0.29446
H 5.75956 0.20304 -2.38301
O 7.63307 -1.88788 -0.92723
O -10.22261 4.60017 3.22240
H 7.05748 -4.94804 -2.30549
C -2.64728 5.34631 -1.80923
O -5.81947 -5.98828 -1.95787
H 3.74820 -0.33670 -0.66135
H 7.89459 -5.20930 0.87991
O 2.29314 4.60868 -2.53105
H 7.75169 4.04920 4.74326
C 8.22309 1.48531 3.92572
O 2.16136 2.97649 -4.35026
C 11.24645 1.22451 3.20485
H -1.43681 7.00237 -3.01131
C -7.64060 1.50415 4.67926
H -9.77974 1.96507 2.92667
H 8.69171 -1.22456 0.66325
O 10.13805 0.47488 2.68895
C -6.21802 -5.01896 -0.99030
H -7.26381 3.63028 0.78227
C -4.74732 3.69846 -2.26148
H 10.79539 -0.75867 7.05195
H -2.54339 3.14443 -2.44389
C -5.38028 -5.40512 -3.17433
H -8.37505 1.47974 5.48772
H 6.57878 -2.60133 -2.49742
C 3.59421 1.11872 -2.49774
O -7.24427 -0.79651 -3.73776
H 7.31424 1.18734 4.45654
H -5.52742 4.51499 -2.60237
H 2.40333 1.31682 1.10819
H 12.28179 -0.52523 3.93174
O -7.82524 2.70866 3.95120
C 12.05634 0.48923 4.27887
H 11.36325 -1.60873 5.60846
C -10.12098 2.47721 2.02914
H -6.17186 3.25818 2.88992
C -3.19095 4.10309 -2.72189
C 10.08740 -1.44767 -0.93862
H 4.40050 -0.84141 -3.33918
H 8.11123 -6.61840 -0.20812
H -8.24368 4.44918 1.97606
H 10.92676 2.21078 3.54029
C 4.85713 0.23461 -3.13658
C 7.50626 -2.85961 -1.97427
O 10.48595 -2.41699 -1.90619
C -10.94735 3.72371 2.36149
H -9.24794 -8.51932 -2.35717
H 0.79121 3.26054 -1.80128
H -8.37846 -0.54266 -0.37343
H -8.84836 -2.07474 -1.52421
H 9.52015 -5.80483 0.51703
H -11.85619 3.42574 2.89231
H -6.47724 2.20634 -1.10131
C -10.41158 5.96916 2.90167
C 7.37422 -4.30399 -1.47790
H -7.80718 0.62968 4.04422
C -5.07619 2.20243 -2.90273
C 8.52086 -5.65440 0.10182
H 9.39070 -0.27334 4.49091
H -5.28341 -6.19939 -3.91982
H -2.63514 5.01362 -0.66296
H -5.27446 2.33936 -4.06310
H 12.53514 -0.76225 6.66980
O 8.94783 2.36176 4.78664
C 0.93625 4.41330 -1.94945
H -8.41082 -8.78059 0.82822
O -7.67132 -8.36356 -1.07188
H -6.78526 -9.37612 0.46535
H 9.00308 -2.89864 0.28390
C 8.75886 3.73076 4.46590
H 10.19600 -1.11071 -3.49797
H -7.61370 -4.79585 0.61156
C -8.59981 -0.91987 -1.45879
H 9.48780 4.31883 5.03054
O 11.34520 0.47025 5.51544
C 3.62344 0.81322 -0.85828
C 11.52983 -0.73425 6.24350
H -6.88865 1.71317 2.36750
C -7.78455 -9.22569 0.05014
O 8.63409 -4.79227 -1.02019
H -6.43401 -4.04770 -1.46134
H 5.22132 0.74300 -4.14676
C -7.11410 2.72764 2.71463
H 10.92195 -1.32162 -0.24278
C -0.15773 5.07565 -3.00397
H -11.23474 4.22787 1.42601
O -8.67235 -5.45917 -0.97892
H 11.90663 1.39187 2.34650
O -6.15016 0.16575 -1.76428
H -3.49184 6.18840 -1.85995
C -7.29752 -0.53809 -2.41388
H -9.56161 -0.36770 -1.89647
H -0.58060 4.21689 -3.67471
H -6.63529 1.47615 5.10556
H -3.11654 4.25468 -3.87953
H -9.68263 6.55723 3.46630
C 9.04945 0.23880 3.59338
C 10.92513 -1.83383 -3.12265
H -8.19418 -10.18969 -0.25981
C -6.37790 1.59059 -2.09646
C -8.79916 -6.43090 -2.02596
H -0.74772 6.50648 -1.33216
H 4.42612 3.00501 -1.91217
C -1.26441 6.05600 -2.31061
C -7.45501 -5.49197 -0.22011
H 2.32879 2.60557 -0.29169
H -7.99735 -6.32318 -2.75600
H -4.40895 -4.92559 -3.03547
C -7.92398 3.46291 1.64061
H -7.33294 1.76083 -2.77422
H 4.57202 1.35675 -0.37938
H -10.78002 1.77136 1.51058
C 2.31300 1.43564 -0.06989
H 8.39041 -0.46704 3.07482
*
```

## Properties
* molecular weight: 824.10 g/mol
* gap between HOMO and LUMO: 9.61 eV
* highest occupied orbital energy: -9.07 eV
* SMILES: CC[C@H](C)NC(=O)OCCCCCCCCOC(C)=O.COCCOCCOC.COCCOCCOC.COCCOCCOC.COCCOCCOC


4.
Molecular formula: C5H20O5
Method: DFT, the ωB97M-V functional and the def2-TZVPD basis

```
! RIJCOSX wB97M-V def2-TZVPD def2/J DEFGRID3
* xyz 0 1
C 0.72865 -0.27401 -4.50479
H 3.73517 -0.64868 -0.20029
H -2.40748 -0.07538 2.89147
O -0.56270 0.30511 -4.43443
O -0.55987 0.33801 0.05900
H 0.62785 -1.35379 -4.41641
H -0.32974 -0.66166 -1.67456
H -1.61700 -1.24709 -0.64085
H -3.83766 0.24100 0.51565
H 1.07450 0.35025 0.43855
H -0.83057 0.76276 -5.22531
C 2.73872 -0.25647 -0.51657
C -3.41854 0.68166 1.41878
H -1.08470 0.22591 0.88566
H -2.99320 1.65361 1.08755
H 1.25222 1.05351 3.47235
C -1.11973 -0.34809 -1.00246
H -1.83109 0.25070 -1.55926
H 2.44367 -0.21444 3.36532
H 0.71863 -0.52737 2.86249
H 2.18130 -1.18299 -0.86161
C 1.38809 -0.00659 3.58039
H 1.31538 0.19532 -3.71501
O -2.40783 -0.16793 1.93698
H 2.99013 0.41763 -1.38251
H 1.23537 -0.07727 -5.44979
H 1.73649 -0.30087 5.53330
O 1.02470 -0.35023 4.91505
H -4.25988 0.77879 2.12764
O 2.06912 0.43860 0.49366
*
```

## Properties
* molecular weight: 160.21 g/mol
* gap between HOMO and LUMO: 10.04 eV
* highest occupied orbital energy: -9.35 eV
* SMILES: CO.CO.CO.CO.CO